Entry 1:
{
  "formula": "C5H10N2O",
  "method": "the ωB97M-V functional and the def2-TZVPD basis",
  "homo_energy_ha": -0.358,
  "e_above_lowest_ev": 1.021,
  "e_lumo_ev": 0.7,
  "charge": 0,
  "gap_ev": 10.5,
  "total_energy_ev": -10374.284,
  "spin_multiplicity": 1,
  "elements": ["H", "H", "C", "H", "N", "C", "H", "O", "H", "H", "H", "C", "H", "H", "N", "C", "H", "C"],
  "positions_angstrom": [[3.23, 1.02, -0.58], [0.03, 0.07, 1.11], [-1.79, -1.19, -0.30], [-2.43, -1.88, -0.90], [-0.59, -1.49, -0.27], [-2.00, 1.24, 0.05], [0.91, -1.44, 1.13], [-1.00, 1.55, -0.55], [-3.43, -0.12, 0.45], [2.02, 1.43, 0.68], [-2.66, 2.04, 0.58], [2.49, 0.59, 0.14], [0.97, 0.34, -1.36], [1.82, -1.10, -1.10], [-2.49, -0.04, 0.19], [0.40, -0.74, 0.46], [3.08, -0.05, 0.86], [1.44, -0.22, -0.58]]
}

---

Entry 2:
{
  "formula": "C4H14NS2",
  "method": "the ωB97M-V functional and the def2-TZVPD basis",
  "homo_energy_ha": -0.476,
  "e_above_lowest_ev": 0.263,
  "e_lumo_ev": -3.3,
  "charge": 1,
  "gap_ev": 9.6,
  "total_energy_ev": -27529.451,
  "spin_multiplicity": 1,
  "elements": ["C", "H", "C", "H", "H", "H", "H", "H", "H", "H", "H", "C", "H", "S", "H", "N", "S", "H", "H", "H", "C"],
  "positions_angstrom": [[-0.59, 0.83, -2.02], [-2.47, 0.26, -2.76], [0.71, 1.54, -2.28], [0.07, -1.11, -2.77], [1.37, 1.37, -1.41], [-1.30, 0.51, -4.05], [1.14, 1.14, -3.21], [0.46, -0.69, -1.17], [-1.02, -1.32, -1.54], [-0.89, 0.96, 2.71], [-2.00, 1.95, -3.14], [0.79, -2.12, 2.53], [-1.00, 1.08, -1.03], [0.37, 0.87, 2.24], [0.82, -3.07, 2.02], [-0.27, -0.69, -1.90], [0.18, -0.99, 1.21], [1.77, -1.80, 2.86], [0.09, -2.20, 3.37], [0.61, 2.63, -2.40], [-1.64, 0.91, -3.09]]
}

---

Entry 3:
{
  "formula": "C3H4N2O2",
  "method": "the ωB97M-V functional and the def2-TZVPD basis",
  "homo_energy_ha": -0.328,
  "e_above_lowest_ev": 4.056,
  "e_lumo_ev": 0.4,
  "charge": 0,
  "gap_ev": 9.3,
  "total_energy_ev": -10248.209,
  "spin_multiplicity": 1,
  "elements": ["O", "H", "C", "C", "H", "H", "N", "H", "O", "C", "N"],
  "positions_angstrom": [[2.12, 0.36, 0.70], [-2.19, -0.32, -0.92], [0.01, 1.18, 0.32], [1.93, -0.45, -0.23], [-1.97, 0.46, 0.62], [2.77, -0.93, -0.75], [-0.23, 0.02, -0.14], [-1.66, -1.42, 0.40], [0.07, 2.25, 0.76], [-1.62, -0.38, 0.01], [0.75, -0.77, -0.77]]
}

---

Entry 4:
{
  "formula": "C14H12NS2",
  "method": "the ωB97M-V functional and the def2-TZVPD basis",
  "homo_energy_ha": -0.133,
  "e_above_lowest_ev": 0.000,
  "e_lumo_ev": 3.1,
  "charge": -1,
  "gap_ev": 6.7,
  "total_energy_ev": -37874.569,
  "spin_multiplicity": 1,
  "elements": ["C", "C", "C", "H", "H", "N", "H", "C", "H", "H", "C", "C", "H", "H", "H", "C", "C", "C", "C", "C", "C", "H", "C", "H", "S", "H", "H", "C", "S"],
  "positions_angstrom": [[1.08, -1.85, 3.31], [0.32, -3.00, 3.04], [-0.34, 4.27, -3.57], [0.58, 0.50, -2.96], [0.27, -5.14, 2.80], [-0.63, 1.89, -0.83], [1.23, 0.28, 2.97], [-0.63, 0.69, -0.30], [2.04, -1.94, 3.83], [1.68, -4.33, 2.11], [0.26, 3.50, -4.59], [-1.04, -2.85, 2.73], [-0.59, 5.32, -3.72], [1.09, 1.57, -5.15], [1.60, -4.57, 3.85], [0.59, 2.15, -4.35], [-1.51, -1.62, 2.29], [-0.32, 2.29, -2.09], [-0.62, -0.53, 2.22], [1.00, -4.34, 2.97], [0.62, -0.61, 2.86], [-2.53, -1.50, 1.94], [0.30, 1.55, -3.13], [-1.70, -3.71, 2.80], [-1.13, 0.94, 1.44], [0.48, 3.95, -5.56], [-1.09, 4.19, -1.51], [-0.63, 3.67, -2.35], [-0.36, -0.78, -1.04]]
}

---

Entry 5:
{
  "formula": "C5H15N2O",
  "method": "the ωB97M-V functional and the def2-TZVPD basis",
  "homo_energy_ha": -0.496,
  "e_above_lowest_ev": 8.441,
  "e_lumo_ev": -8.8,
  "charge": 1,
  "gap_ev": 4.7,
  "total_energy_ev": -10442.120,
  "spin_multiplicity": 1,
  "elements": ["C", "H", "H", "C", "H", "O", "H", "H", "N", "H", "C", "H", "H", "C", "H", "H", "C", "H", "H", "N", "H", "H", "H"],
  "positions_angstrom": [[-0.80, 0.69, 0.29], [2.20, 3.35, 0.07], [0.28, 1.38, 2.00], [-0.27, 0.48, 1.68], [-2.91, -1.55, -1.39], [1.72, 2.51, 0.08], [1.17, -1.86, -2.22], [2.33, -0.65, 0.27], [0.54, -0.68, 1.84], [-1.12, 0.43, 2.38], [-1.31, -0.62, -0.37], [0.91, -0.06, -1.89], [0.38, -1.71, -0.03], [0.48, -1.05, -1.97], [-3.36, -0.13, -0.34], [-0.21, -1.02, -2.82], [-2.58, -0.76, -0.72], [2.36, 1.80, 0.02], [1.34, -0.70, 1.19], [-0.29, -1.53, -0.79], [0.85, -0.78, 2.81], [-1.67, 1.35, 0.30], [-0.06, 1.12, -0.38]]
}

---

Entry 6:
{
  "formula": "C6H5ClO",
  "method": "the ωB97M-V functional and the def2-TZVPD basis",
  "homo_energy_ha": -0.364,
  "e_above_lowest_ev": 1.666,
  "e_lumo_ev": 0.9,
  "charge": 0,
  "gap_ev": 10.8,
  "total_energy_ev": -20870.798,
  "spin_multiplicity": 1,
  "elements": ["H", "Cl", "C", "C", "H", "C", "H", "H", "C", "H", "C", "O", "C"],
  "positions_angstrom": [[-0.64, 0.61, 2.90], [-0.84, -0.02, -1.92], [0.85, 1.15, 1.46], [0.63, -0.85, 0.35], [-1.02, 1.66, -0.22], [0.94, 0.65, 0.05], [1.56, 1.85, 1.90], [-1.72, -0.82, 0.89], [-0.56, 0.70, -0.33], [1.71, 0.99, -0.71], [-0.77, -0.30, 0.80], [1.14, -1.91, 0.29], [-0.23, 0.54, 1.93]]
}

---

Entry 7:
{
  "formula": "C23H44N4O5",
  "method": "the ωB97M-V functional and the def2-TZVPD basis",
  "homo_energy_ha": -0.202,
  "e_lumo_ev": -0.1,
  "charge": 0,
  "gap_ev": 5.4,
  "total_energy_ev": -40755.343,
  "spin_multiplicity": 1,
  "elements": ["N", "N", "H", "H", "C", "C", "C", "H", "H", "C", "H", "H", "H", "H", "O", "H", "C", "H", "H", "C", "H", "C", "H", "O", "H", "C", "C", "C", "H", "H", "H", "C", "N", "H", "H", "H", "O", "H", "H", "C", "H", "H", "C", "H", "C", "H", "H", "H", "C", "C", "O", "H", "H", "C", "O", "H", "H", "H", "C", "H", "H", "N", "C", "H", "C", "H", "C", "H", "H", "H", "C", "H", "C", "H", "H", "H"],
  "positions_angstrom": [[-1.38, 3.43, -0.67], [0.83, -2.31, 0.42], [-5.72, 3.26, -4.15], [0.82, 0.72, -3.44], [-4.04, 2.24, -3.19], [1.64, -3.53, 0.53], [4.51, -0.72, 2.02], [0.17, 0.89, 0.96], [0.62, -0.23, 3.77], [0.13, -1.95, -2.74], [0.96, 3.23, -1.85], [-2.20, 0.47, 2.70], [2.69, -2.62, 3.18], [-2.53, 0.96, 0.63], [-0.41, -2.91, -3.10], [1.95, -2.31, -3.09], [2.83, -3.67, 2.89], [-1.20, 2.93, -3.21], [-0.25, 4.40, -3.71], [-0.32, 0.33, 3.70], [-1.12, -1.83, -1.07], [-2.06, -1.47, 3.55], [-0.52, -2.81, 1.90], [0.95, 0.85, -1.31], [-1.92, 1.10, -1.01], [0.88, 2.75, -2.84], [1.47, -1.14, -0.20], [0.32, -0.25, -0.74], [-1.34, -2.07, 4.10], [-0.66, 1.31, -2.65], [4.14, -1.78, 0.30], [0.44, 1.28, -2.57], [0.96, -5.06, 2.26], [2.65, -3.42, 0.13], [3.83, -3.74, 2.44], [1.19, -5.35, 3.21], [-2.82, 1.78, -3.54], [1.18, -4.30, -0.10], [2.02, -0.07, 1.69], [1.76, -4.16, 1.92], [5.58, -0.67, 1.84], [-0.83, 2.44, 3.33], [3.77, -1.02, 0.98], [2.09, -1.51, -1.02], [-1.62, 1.17, 0.05], [-4.77, 1.49, -2.81], [-4.85, 2.15, -5.22], [-2.87, -1.07, 4.16], [-0.92, -0.79, 1.41], [-0.57, -1.11, -1.67], [2.11, 2.75, -3.55], [-4.08, 3.02, -2.40], [2.73, 0.62, 0.24], [0.09, -1.95, 1.62], [1.33, -1.60, -3.32], [2.02, 3.43, -4.24], [-1.36, -0.54, -2.19], [-2.56, -2.09, 2.79], [-0.27, 3.31, -3.66], [0.77, 1.93, 2.60], [0.59, 2.17, 4.31], [-0.47, 0.28, 0.44], [0.06, 1.81, 3.42], [2.85, -4.26, 3.81], [2.44, -0.33, 0.70], [-4.14, 3.72, -4.80], [-4.72, 2.88, -4.42], [-0.18, 2.89, -4.67], [-1.18, 4.37, -0.31], [-1.79, -1.26, 0.94], [-1.40, -0.28, 2.78], [-1.13, 3.05, 1.29], [-1.34, 2.65, 0.29], [4.09, -0.49, 3.00], [0.80, -1.71, 2.43], [-0.74, 0.33, 4.72]]
}

---

Entry 8:
{
  "formula": "C20H41BBeBr4CaClF2NO8",
  "method": "the ωB97M-V functional and the def2-TZVPD basis",
  "homo_energy_ha": -0.251,
  "e_lumo_ev": -5.7,
  "charge": 0,
  "gap_ev": 1.2,
  "total_energy_ev": -356904.891,
  "spin_multiplicity": 1,
  "elements": ["C", "B", "H", "H", "C", "C", "H", "H", "H", "C", "N", "O", "Br", "H", "H", "F", "H", "C", "H", "H", "O", "H", "H", "H", "O", "O", "H", "H", "H", "H", "C", "H", "O", "C", "H", "Br", "C", "Br", "Br", "H", "H", "H", "O", "C", "H", "C", "Be", "H", "H", "Cl", "C", "C", "C", "C", "H", "H", "H", "H", "C", "O", "H", "H", "H", "Ca", "C", "C", "H", "H", "H", "H", "C", "H", "O", "H", "H", "H", "C", "C", "H", "F"],
  "positions_angstrom": [[-5.30, 0.48, -4.41], [2.53, -0.27, -2.27], [1.48, -8.40, -3.20], [1.42, 5.22, 2.92], [0.19, -6.86, -2.32], [1.40, -7.31, -3.10], [-0.40, 5.75, 4.87], [4.89, -0.60, 3.30], [2.31, -6.95, -2.61], [-0.52, 3.73, 3.79], [0.60, 5.88, 2.89], [1.91, -0.99, -3.39], [-7.17, 0.40, -5.61], [-1.36, 3.76, 1.61], [-0.29, 1.07, 3.24], [3.77, 0.36, -2.71], [2.15, -0.08, 0.74], [1.11, 7.17, 0.62], [0.39, 7.82, -0.05], [3.88, -1.59, 4.38], [-0.50, 1.34, -2.58], [0.58, 1.93, 1.77], [0.37, 5.02, 0.89], [-2.47, 1.78, -0.39], [-0.07, -0.80, -4.46], [-0.79, -4.65, -2.41], [-6.99, 1.79, -4.72], [3.40, -4.46, 3.70], [-5.44, 0.02, -5.40], [0.91, 6.79, 3.33], [-0.48, 1.62, 2.20], [3.21, -4.21, 2.03], [2.32, -5.95, 2.73], [3.87, -0.76, 3.67], [2.53, 1.05, 2.03], [-3.36, 0.62, -4.19], [-0.07, -5.51, -2.91], [-6.07, 2.51, -2.54], [-2.20, -7.91, -3.74], [-0.93, 6.34, 1.29], [1.90, -3.94, 3.08], [1.85, 6.60, -0.12], [1.60, -1.24, 3.06], [-1.23, 0.58, 1.19], [3.85, 0.30, 1.11], [2.69, -4.69, 2.88], [-1.58, -4.79, -0.48], [-5.66, -0.20, -3.64], [0.60, 3.32, 3.74], [-0.04, 2.31, 5.81], [-1.31, 3.01, 2.51], [-0.57, 5.36, 3.75], [-2.65, 1.09, 0.57], [0.50, 0.63, -2.66], [-1.01, 3.34, 4.79], [0.59, -7.17, -5.11], [3.57, 0.13, 4.24], [-0.67, -7.50, -2.50], [1.22, -6.60, -4.42], [1.57, 0.75, -1.86], [-5.42, 2.60, -4.95], [1.33, -0.43, 3.53], [-1.35, -0.47, 1.70], [-1.19, -1.52, -2.59], [2.90, -1.03, 2.53], [2.87, 0.13, 1.55], [-0.49, 0.44, 0.25], [1.76, 7.86, 1.30], [-2.42, 2.81, 2.88], [-3.39, 1.56, 1.35], [-5.95, 1.85, -4.37], [-3.20, 0.12, 0.15], [0.57, -5.38, -4.10], [-1.61, 5.69, 3.34], [0.41, -6.79, -1.25], [3.20, -1.95, 2.01], [0.22, 6.06, 1.44], [0.71, -0.44, -3.60], [2.18, -6.40, -4.90], [2.80, -1.18, -1.17]]
}